Below is C17H27N3O in the gas phase, with properties calculated with ωB97M-V/def2-TZVPD.

```
48
Properties=species:S:1:pos:R:3:forces:R:3
O 0.28420 -0.32265 2.96478 -0.27 -0.02 0.30
N 1.64383 -0.15749 1.19767 0.56 -0.07 -0.12
N -2.87433 -0.37613 0.02173 0.10 -0.18 -0.07
N 0.88100 0.47045 -1.00374 -0.03 0.13 -0.46
C -4.02855 -1.23908 0.15363 -0.09 -0.19 -0.01
C -2.45687 -0.12079 -1.33835 0.05 0.10 -0.13
C -1.96155 2.36079 -0.89143 -0.16 -0.12 0.05
C -1.77151 -0.71230 0.89031 0.02 -0.05 0.12
C -0.27365 0.61367 -0.52322 -0.06 -0.05 -0.07
C -1.23231 1.73925 1.44282 -0.21 -0.03 0.05
C 4.40081 0.77111 0.27356 0.00 0.03 -0.29
C 1.99195 0.07039 -0.19967 0.26 -0.03 -0.14
C -3.84503 -2.69715 -0.28283 0.03 0.33 0.08
C -2.35106 2.32083 0.58461 -0.02 0.33 0.07
C 3.90008 -1.62757 -0.24187 0.01 0.09 -0.27
C 3.04954 1.18744 -0.29752 -0.02 -0.12 0.15
C 0.44016 -0.06107 1.78764 -0.14 0.03 -0.24
C 2.54461 -1.23058 -0.81622 0.01 0.04 0.19
C -1.42153 1.01392 -1.39236 -0.19 0.05 -0.22
C -0.70398 0.40022 0.89387 0.22 -0.18 0.49
C 4.90803 -0.49537 -0.40804 -0.01 -0.07 0.31
H 4.31717 0.60177 1.34957 0.07 0.03 0.10
H 4.25588 -2.52188 -0.75738 -0.02 -0.06 0.11
H -2.82507 2.65048 -1.49358 0.02 0.07 -0.07
H -1.57574 1.58539 2.46720 0.09 0.00 0.02
H -3.34013 0.16285 -1.91779 0.02 -0.04 -0.06
H 1.81447 -2.02675 -0.65472 -0.08 0.05 -0.06
H -3.07398 -3.18332 0.30968 0.07 -0.12 0.02
H 5.11427 1.58425 0.12602 -0.01 0.01 0.12
H -4.83539 -0.78925 -0.43392 -0.03 -0.01 0.09
H 5.05589 -0.29781 -1.47186 0.06 0.00 -0.08
H -2.14805 -0.84308 1.90790 0.07 -0.03 -0.02
H 3.80069 -1.87953 0.81658 0.04 -0.09 0.08
H 2.67061 2.06875 0.22427 -0.08 0.02 -0.06
H 3.15346 1.43920 -1.35370 0.01 0.01 -0.04
H -1.17944 3.10957 -1.04379 -0.01 0.06 -0.05
H -0.39150 2.44022 1.47371 0.01 0.01 0.05
H -2.56955 3.33544 0.92644 -0.01 0.02 0.02
H 2.39785 -0.46193 1.79776 -0.18 0.01 0.11
H -4.32710 -1.21740 1.20615 -0.08 0.03 -0.05
H -2.00169 -1.00858 -1.81470 -0.08 0.01 -0.03
H -1.07479 1.12285 -2.42396 0.06 -0.08 0.11
H -3.56959 -2.75584 -1.33320 0.03 -0.08 -0.10
H 5.87006 -0.78777 0.01719 0.05 0.01 -0.08
H -4.77698 -3.23816 -0.14188 -0.08 -0.10 0.00
H 2.63017 -1.06458 -1.89087 0.00 0.00 -0.04
H -1.26704 -1.65059 0.58823 -0.04 0.01 0.07
H -3.24831 1.71785 0.70529 0.05 0.22 0.05
```
Forces are in eV/Å.

Summary:
E_HOMO = -8.3 eV
orbital gap = 9.178 eV
calculated total energy = -903.5339 hartree
SMILES = CCN1C[C@H]2CCC[C@]3(C1)C(=O)NC1(CCCCC1)N=C23

Below is C23H25N3O3 in the gas phase, with properties calculated with ωB97M-V/def2-TZVPD.

```
54
Properties=species:S:1:pos:R:3:forces:R:3
O 1.91341 -0.39668 -1.01167 0.21 0.06 0.16
O 1.90541 -3.33279 -1.91394 -0.37 0.12 -0.06
O 3.86725 -3.99970 -1.11285 -0.15 0.12 0.04
N 2.90917 -3.33551 1.58013 -0.01 0.05 -0.15
N -1.71386 1.94050 -2.70508 -0.02 -0.01 -0.05
N 0.00645 -0.23874 -2.18602 -0.01 0.19 -0.36
C 4.15247 -4.02938 1.78070 0.42 -0.28 0.11
C 1.08000 -2.39580 0.63997 0.43 -0.39 -0.34
C -2.18060 0.79339 -1.95170 0.04 -0.27 -0.18
C -3.47807 3.62241 1.12111 -0.07 -0.05 0.09
C -2.53212 3.13378 -2.52105 0.00 -0.04 -0.02
C 2.17602 -2.80143 2.59017 -0.52 0.32 -0.09
C 0.35521 -1.54983 4.23811 -0.22 0.13 0.01
C 2.41727 -2.79110 3.96347 0.13 -0.07 0.14
C -1.59117 4.55946 -0.66835 -0.07 -0.01 -0.02
C -1.56594 4.98280 0.64880 0.08 0.06 0.05
C 1.01942 -2.19128 2.04001 0.39 -0.26 0.17
C 0.11404 -1.86468 -0.35900 0.31 0.04 0.03
C 2.77648 -3.51296 -0.90177 0.61 -0.36 -0.51
C 0.77122 -0.76393 -1.19828 -0.19 -0.19 0.02
C -2.50641 4.51104 1.54840 0.00 0.03 0.08
C -3.50106 3.20013 -0.19640 0.02 0.05 -0.05
C -1.40360 -0.44769 -2.40377 -0.40 0.05 0.23
C 1.49842 -2.16177 4.76979 0.15 -0.09 0.00
C -2.55532 3.65896 -1.10598 -0.03 0.03 -0.05
C 2.25204 -3.09593 0.38919 -0.90 0.40 0.23
C -0.29734 2.15862 -2.47147 0.17 -0.21 -0.16
C 0.10493 -1.55767 2.88840 0.03 0.00 0.00
C 0.48408 0.92020 -2.91204 0.30 0.36 0.09
H -0.74756 -1.44571 0.16377 -0.08 -0.05 -0.07
H 4.57166 -4.30362 0.81679 -0.04 0.03 0.18
H 3.98950 -4.93087 2.37705 0.03 0.03 0.00
H -0.21828 -2.66031 -1.02786 -0.15 0.12 0.06
H 0.33600 0.75131 -3.98290 0.01 0.04 0.03
H 3.29599 -3.25868 4.38043 0.09 -0.04 0.06
H 1.54630 1.04077 -2.69761 -0.13 -0.01 -0.08
H -4.26765 2.51208 -0.52513 -0.07 -0.07 -0.05
H -1.56293 -0.58795 -3.47881 -0.05 -0.05 0.09
H -0.33669 -1.06439 4.91062 -0.06 0.04 0.03
H 2.34364 -3.58384 -2.74201 0.13 -0.02 0.26
H -0.07728 2.35564 -1.40812 0.03 0.02 -0.08
H -0.77884 -1.08145 2.48954 -0.09 0.05 -0.02
H -0.80965 5.68226 0.97372 0.06 0.06 0.03
H -2.48546 4.83860 2.57725 0.00 0.03 0.08
H -1.76159 -1.33038 -1.87913 0.04 0.00 -0.03
H 1.65708 -2.13390 5.83778 0.04 -0.01 0.07
H -2.13979 3.89777 -3.19781 -0.08 0.00 0.02
H 4.85738 -3.38173 2.30590 -0.01 -0.02 0.00
H 0.02393 3.01954 -3.06118 0.03 0.04 0.04
H -0.85826 4.93783 -1.36683 0.08 0.03 -0.08
H -3.54658 2.87829 -2.84129 0.03 0.09 0.00
H -4.22055 3.25687 1.81572 -0.06 -0.02 0.06
H -2.04369 0.92608 -0.86330 -0.05 -0.04 -0.05
H -3.24444 0.65138 -2.15547 -0.03 0.00 0.05
```
Forces are in eV/Å.

Summary:
E_HOMO = -7.9 eV
orbital gap = 8.380 eV
calculated total energy = -1281.4822 hartree
SMILES = Cn1c(C(=O)O)c(CC(=O)N2CCN(Cc3ccccc3)CC2)c2ccccc21

Below is C4H6O2 in the gas phase, with properties calculated with ωB97M-V/def2-TZVPD.

```
12
Properties=species:S:1:pos:R:3:forces:R:3
O 1.76635 0.11610 0.71231 0.23 -0.01 -0.03
O 0.54095 1.17925 -1.86566 -0.23 -0.49 0.45
C -1.14633 0.53677 -0.10585 -0.12 0.12 -0.07
C 0.12398 0.51649 -0.95349 0.12 0.39 -0.41
C 0.77830 -0.55222 -0.04818 -0.02 -0.08 -0.14
C -0.56546 -0.65497 0.69769 -0.04 -0.11 0.15
H -2.06422 0.35961 -0.67326 0.09 0.02 0.12
H 2.40359 0.45422 0.06518 -0.02 0.01 0.30
H -1.08399 -1.59309 0.48833 0.11 0.08 0.06
H -0.48176 -0.51714 1.77586 -0.01 0.02 -0.11
H -1.25185 1.46460 0.46682 0.03 -0.11 -0.16
H 1.17271 -1.48302 -0.47319 -0.12 0.16 -0.15
```
Forces are in eV/Å.

Summary:
E_HOMO = -9.5 eV
orbital gap = 10.361 eV
calculated total energy = -306.4536 hartree
SMILES = O=C1CC[C@@H]1O